[1]
Molecular formula: C5H10O
Method: DFT, the ωB97M-V functional and the def2-TZVPD basis

As for the SMILES: CCCCC=O. The maximum force comes out at 2.513 eV/Å. Its lowest unoccupied orbital energy is 1.04 eV. The charge is 0.

Geometry as XYZ:
```
16
Properties=species:S:1:pos:R:3:forces:R:3:lowdin_charge:R:1
C 1.68222 -0.32836 -0.87865 -1.0228 -0.0737 0.3225 -0.1026
C 1.12028 0.18203 0.45365 -0.7770 0.5720 1.0491 -0.2524
C -0.22900 0.99459 0.29556 1.1825 -0.5470 0.2513 -0.2089
C -1.32456 0.12644 -0.27807 -0.1630 0.3174 -2.4871 -0.1935
C -1.77786 -0.88728 0.73178 -0.7223 0.1802 -0.1644 -0.2603
O -2.92260 -1.20756 0.92353 -0.0526 -0.0378 -0.1613 0.0539
H 1.73345 -1.41125 -0.91193 0.8826 -0.2008 0.3915 0.0702
H 2.60702 0.20439 -1.05669 0.2051 -0.4106 -0.5813 0.0697
H 0.95308 -0.21511 -1.68218 0.2044 0.8333 -0.1932 0.0556
H 1.03329 -0.62272 1.20697 -0.1679 0.2207 -0.4720 0.0907
H 1.81695 0.88280 0.92954 0.0715 -0.1390 -0.2194 0.0962
H -0.63485 1.37744 1.23487 0.5195 0.0115 0.2838 0.1092
H 0.07284 1.88057 -0.27392 -0.6086 -0.2058 -0.3449 0.1132
H -2.11503 0.67661 -0.82613 -0.3980 0.1302 1.4409 0.1269
H -1.01482 -0.33254 -1.24744 0.5742 -0.6542 0.9373 0.1145
H -1.00040 -1.32003 1.37912 0.2726 0.0036 -0.0530 0.1176
```
Positions in Å, forces in eV/Å.



[2]
Molecular formula: C16H20ClNO4
Method: DFT, the ωB97M-V functional and the def2-TZVPD basis

As for the SMILES: CC(C)CNC(=O)COC(=O)CCC(=O)c1ccc(Cl)cc1. The maximum force comes out at 0.686 eV/Å. Its lowest unoccupied orbital energy is -0.19 eV. The charge is 0.

Geometry as XYZ:
```
42
Properties=species:S:1:pos:R:3:forces:R:3:lowdin_charge:R:1
C -1.75399 4.28912 -3.80034 -0.2741 0.0526 0.0239 -0.0717
C -3.10529 3.92276 -3.19258 0.1363 -0.0709 0.1625 -0.4122
C -3.43097 2.45028 -3.43827 -0.0784 0.3199 -0.0230 -0.0749
C -3.13372 4.25569 -1.69360 -0.2161 0.2786 -0.1715 -0.1566
N -2.07814 3.59290 -0.96651 -0.4148 -0.3721 -0.3400 0.0797
C -1.13010 4.25607 -0.28944 0.3175 -0.5049 0.3380 -0.4672
O -1.08412 5.46102 -0.16155 0.1603 0.3849 0.0466 0.0647
C -0.05690 3.33739 0.32320 0.2536 0.3212 -0.3594 -0.0427
O -0.56785 2.39390 1.26324 -0.1023 0.2110 0.2893 0.0338
C -1.02730 1.23481 0.81693 -0.2931 -0.2328 0.1509 -0.5144
O -1.20318 0.96837 -0.35083 0.0288 -0.0737 -0.0304 0.0895
C -1.37335 0.29761 1.95520 0.2198 -0.0876 -0.1944 -0.0675
C -0.90654 -1.11427 1.60440 -0.0222 0.5448 -0.0223 -0.1057
C 0.56798 -1.09059 1.24973 -0.2820 -0.1808 0.0621 -0.3302
O 1.16021 -0.04152 1.12205 0.0807 -0.0820 0.1005 0.1166
C 1.24722 -2.39363 1.05712 0.4973 -0.2788 -0.1167 -0.1433
C 2.63660 -2.38509 0.91499 -0.2058 0.0495 0.0266 -0.0015
C 3.34213 -3.55656 0.73611 -0.0003 -0.1099 -0.0108 -0.0883
C 2.65242 -4.76015 0.69027 -0.2457 0.2740 0.0452 -0.6691
Cl 3.51803 -6.23323 0.46798 0.1042 -0.1754 -0.0272 0.6906
C 1.27034 -4.79121 0.81967 0.1408 -0.1668 -0.0327 -0.0953
C 0.57293 -3.61354 1.00468 0.1028 0.3025 0.0271 -0.0186
H -1.77150 4.14648 -4.87818 0.0532 -0.0186 -0.1175 0.0755
H -0.96697 3.66368 -3.38514 0.1148 -0.0612 0.0177 0.0757
H -1.51045 5.32790 -3.59129 0.0938 0.1230 -0.0080 0.0811
H -3.88173 4.53316 -3.66677 0.0140 -0.0159 0.0570 0.1330
H -2.67078 1.80301 -3.00663 0.1105 -0.1402 0.0357 0.0710
H -3.47522 2.24966 -4.50618 0.0108 -0.1009 -0.0965 0.0767
H -4.39388 2.19190 -3.00240 -0.1064 -0.0958 0.0349 0.0760
H -4.10297 3.96476 -1.27170 0.0320 0.0957 -0.0336 0.1229
H -2.99175 5.32827 -1.54137 -0.0979 -0.1135 -0.0008 0.1213
H -1.99191 2.58948 -1.07440 0.1800 0.1345 0.1659 0.0995
H 0.65112 3.95313 0.87950 -0.1801 -0.0683 -0.1252 0.1381
H 0.45855 2.79990 -0.48106 -0.0286 0.0577 0.1288 0.1405
H -2.45567 0.31069 2.09562 0.0192 0.0534 0.0073 0.1333
H -0.89016 0.65983 2.86155 -0.0789 -0.0257 -0.0119 0.1307
H -1.45035 -1.46713 0.72442 -0.0213 -0.1131 0.0477 0.1334
H -1.08966 -1.80016 2.43167 -0.0138 -0.0602 -0.0554 0.1277
H 3.14859 -1.43522 0.95108 0.0418 0.0562 -0.0025 0.1219
H 4.41546 -3.54398 0.63122 0.0910 -0.0273 -0.0082 0.1079
H 0.74911 -5.73457 0.77456 -0.0195 -0.0866 -0.0093 0.1065
H -0.50087 -3.65457 1.09452 -0.1219 0.0036 0.0295 0.1115
```
Positions in Å, forces in eV/Å.



Gap between HOMO and LUMO
In order: 10.82 9.24
Unit: eV
Energy relative to the best compared isomer or geometry (same formula, charge and spin)
In order: 26.0 5.3
Unit: kcal/mol
E
In order: -7393.636 -39120.413
Unit: eV